(1)
{"formula": "C45H35F13N3OsSb", "method": "ωB97M-V/def2-TZVPD", "multiplicity": 1, "e_homo_ev": -6.815, "e_tot_ev": -96031.312, "de_lowest_kcal_mol": 8.7, "homo_lumo_gap_ha": 0.2439, "symbols": ["Os", "C", "N", "C", "C", "N", "C", "C", "F", "C", "F", "C", "F", "C", "F", "C", "F", "C", "C", "N", "C", "C", "F", "C", "F", "C", "F", "C", "F", "C", "F", "H", "H", "H", "H", "H", "H", "H", "H", "H", "H", "H", "F", "C", "C", "C", "C", "C", "C", "Sb", "C", "C", "C", "C", "F", "C", "C", "C", "C", "C", "C", "F", "C", "C", "H", "H", "H", "H", "H", "H", "H", "H", "H", "H", "H", "H", "C", "C", "C", "C", "C", "C", "C", "C", "C", "C", "H", "H", "H", "H", "H", "H", "H", "H", "H", "H", "H", "H"], "xyz": [[-0.84, 0.28, 0.08], [1.54, -1.43, -0.15], [1.16, -0.01, -0.09], [1.74, 0.62, 1.15], [1.01, 0.08, 2.38], [-0.44, 0.04, 2.09], [-1.32, -0.36, 3.04], [-2.70, -0.25, 2.78], [-3.11, 0.25, 1.58], [-3.69, -0.60, 3.67], [-4.97, -0.47, 3.32], [-3.36, -1.12, 4.91], [-4.30, -1.52, 5.77], [-2.01, -1.27, 5.21], [-1.66, -1.81, 6.38], [-1.03, -0.90, 4.31], [0.24, -1.11, 4.69], [1.58, 0.66, -1.35], [0.67, 0.22, -2.49], [-0.73, 0.27, -2.05], [-1.73, 0.04, -2.92], [-3.07, 0.07, -2.50], [-3.36, 0.39, -1.21], [-4.16, -0.21, -3.30], [-5.39, -0.14, -2.79], [-3.98, -0.55, -4.63], [-5.03, -0.82, -5.42], [-2.69, -0.60, -5.11], [-2.46, -0.95, -6.38], [-1.61, -0.33, -4.29], [-0.39, -0.49, -4.85], [2.62, -1.51, -0.26], [1.05, -1.91, -0.99], [1.23, -1.92, 0.77], [1.60, 1.68, 1.04], [2.82, 0.41, 1.21], [1.28, 0.70, 3.24], [1.39, -0.92, 2.62], [2.62, 0.40, -1.58], [1.54, 1.73, -1.17], [0.97, -0.79, -2.80], [0.88, 0.87, -3.35], [-0.97, -5.44, 5.31], [-1.18, -4.81, 4.14], [-0.09, -4.49, 3.36], [-0.32, -3.83, 2.16], [-1.61, -3.50, 1.74], [-2.68, -3.87, 2.55], [-2.47, -4.52, 3.76], [-1.91, -2.36, -0.04], [-1.23, -3.77, -1.48], [-0.68, -5.00, -1.14], [-0.28, -5.90, -2.12], [-0.44, -5.53, -3.45], [-0.05, -6.39, -4.41], [-0.98, -4.32, -3.82], [-1.37, -3.44, -2.83], [-3.98, -2.79, -0.26], [-4.99, -1.83, -0.15], [-6.33, -2.19, -0.28], [-6.63, -3.51, -0.52], [-7.92, -3.86, -0.66], [-5.66, -4.49, -0.64], [-4.34, -4.11, -0.50], [0.91, -4.74, 3.70], [0.54, -3.59, 1.54], [-3.69, -3.63, 2.26], [-3.30, -4.80, 4.40], [-0.57, -5.29, -0.10], [0.15, -6.86, -1.88], [-1.09, -4.07, -4.87], [-1.80, -2.49, -3.12], [-4.75, -0.80, 0.04], [-7.12, -1.46, -0.21], [-5.95, -5.51, -0.83], [-3.57, -4.88, -0.60], [-2.31, 3.02, 1.84], [-1.34, 3.33, 0.70], [-0.08, 3.95, 1.31], [-0.79, 2.13, -0.09], [-2.01, 4.29, -0.30], [-3.15, 3.87, -0.98], [-3.79, 4.70, -1.89], [-3.30, 5.97, -2.13], [-2.16, 6.40, -1.46], [-1.53, 5.57, -0.55], [-1.86, 2.34, 2.56], [-3.24, 2.59, 1.49], [-2.56, 3.96, 2.36], [0.36, 3.26, 2.04], [-0.33, 4.87, 1.84], [0.68, 4.19, 0.56], [-0.26, 2.57, -0.95], [-3.55, 2.88, -0.80], [-4.67, 4.35, -2.40], [-3.79, 6.62, -2.84], [-1.77, 7.40, -1.64], [-0.64, 5.93, -0.05]], "mulliken_charge": [1.05, -0.57, 0.06, -1.19, -0.89, 1.17, -0.68, -0.11, 0.06, -0.18, -0.37, 0.84, -0.37, 0.32, -0.40, 0.63, -0.46, -1.29, -0.81, 0.72, -0.49, 0.16, -0.21, 0.06, -0.36, 0.75, -0.34, 0.34, -0.36, 0.28, -0.44, 0.27, 0.19, -0.31, 0.21, 0.50, 0.71, 0.43, 0.48, 0.42, 0.47, 0.65, -0.39, 0.21, -0.73, -0.46, 1.25, -0.89, -0.86, -0.75, 0.51, -0.54, -0.84, 0.18, -0.35, -0.57, -0.52, 0.28, -0.15, -0.77, 0.14, -0.36, -0.82, -0.49, 0.48, 0.59, 0.40, 0.47, 0.42, 0.47, 0.55, 0.31, 0.42, 0.51, 0.47, 0.40, -1.51, 4.26, -2.83, -1.20, -0.73, 0.44, -1.07, -0.41, -0.85, -0.39, 0.25, 0.24, 0.51, 0.37, 0.63, 0.44, 0.57, 0.24, 0.43, 0.39, 0.39, 0.37]}

=====

(2)
{"formula": "C45H36BrClF41IO7", "method": "ωB97M-V/def2-TZVPD", "multiplicity": 1, "e_homo_ev": -9.223, "e_tot_ev": -263665.135, "smiles": "C[C@H](Cl)Cc1cc(CCCF)c(I)c2c1C(=O)c1cccc(Br)c1C2=O.FC(F)C(F)(F)COC(F)(F)C(F)F.FC(F)C(F)(F)COC(F)(F)C(F)F.FC(F)C(F)(F)COC(F)(F)C(F)F.FC(F)C(F)(F)COC(F)(F)C(F)F.FC(F)C(F)(F)COC(F)(F)C(F)F", "homo_lumo_gap_ha": 0.3003, "symbols": ["C", "C", "Cl", "C", "C", "C", "C", "C", "C", "C", "F", "C", "I", "C", "C", "C", "O", "C", "C", "C", "C", "C", "Br", "C", "C", "O", "H", "H", "H", "H", "H", "H", "H", "H", "H", "H", "H", "H", "H", "H", "H", "H", "F", "C", "F", "C", "F", "F", "C", "O", "C", "F", "F", "C", "F", "F", "H", "H", "H", "H", "F", "C", "F", "C", "F", "F", "C", "O", "C", "F", "F", "C", "F", "F", "H", "H", "H", "H", "F", "C", "F", "C", "F", "F", "C", "O", "C", "F", "F", "C", "F", "F", "H", "H", "H", "H", "F", "C", "F", "C", "F", "F", "C", "O", "C", "F", "F", "C", "F", "F", "H", "H", "H", "H", "F", "C", "F", "C", "F", "F", "C", "O", "C", "F", "F", "C", "F", "F", "H", "H", "H", "H"], "xyz": [[-1.79, 3.33, 1.45], [-2.98, 2.38, 1.48], [-4.22, 3.01, 2.65], [-2.64, 0.95, 1.91], [-1.41, 0.42, 1.21], [-0.23, 0.26, 1.92], [0.95, -0.18, 1.35], [2.18, -0.24, 2.22], [3.18, 0.89, 1.91], [3.85, 1.41, 3.17], [4.96, 2.19, 2.81], [0.96, -0.52, 0.00], [2.72, -1.23, -0.87], [-0.20, -0.35, -0.75], [-1.37, 0.12, -0.16], [-2.56, 0.32, -1.05], [-3.71, 0.13, -0.69], [-2.24, 0.80, -2.42], [-3.07, 1.69, -3.08], [-2.73, 2.13, -4.35], [-1.56, 1.67, -4.95], [-0.74, 0.76, -4.29], [0.84, 0.21, -5.16], [-1.07, 0.32, -3.02], [-0.28, -0.67, -2.22], [0.19, -1.67, -2.70], [-2.13, 4.36, 1.60], [-1.08, 3.10, 2.25], [-1.28, 3.28, 0.49], [-3.49, 2.38, 0.53], [-3.49, 0.31, 1.70], [-2.46, 0.94, 2.99], [-0.25, 0.50, 2.98], [2.66, -1.21, 2.13], [1.84, -0.09, 3.25], [2.69, 1.72, 1.40], [3.98, 0.54, 1.25], [4.22, 0.59, 3.78], [3.19, 2.05, 3.74], [-3.98, 2.03, -2.60], [-3.36, 2.82, -4.88], [-1.28, 2.01, -5.94], [-6.27, -2.15, -6.03], [-6.89, -3.07, -5.27], [-7.53, -3.94, -6.09], [-7.92, -2.42, -4.35], [-8.91, -1.87, -5.09], [-8.45, -3.46, -3.64], [-7.40, -1.40, -3.32], [-7.52, -0.04, -3.65], [-6.55, 0.63, -4.34], [-5.44, -0.11, -4.53], [-6.18, 1.70, -3.58], [-7.06, 1.21, -5.66], [-7.53, 0.24, -6.46], [-6.03, 1.83, -6.28], [-6.15, -3.62, -4.68], [-8.05, -1.51, -2.45], [-6.39, -1.66, -2.99], [-7.85, 1.94, -5.46], [7.05, 5.70, 1.77], [6.06, 4.83, 1.47], [6.25, 4.39, 0.21], [4.69, 5.50, 1.56], [4.58, 6.46, 0.61], [3.80, 4.51, 1.26], [4.25, 6.05, 2.92], [4.41, 7.44, 3.15], [5.55, 7.97, 3.69], [6.42, 7.03, 4.08], [5.18, 8.66, 4.79], [6.20, 8.99, 2.75], [6.51, 8.42, 1.57], [7.34, 9.44, 3.33], [6.11, 3.98, 2.15], [3.18, 5.90, 2.94], [4.68, 5.45, 3.73], [5.52, 9.83, 2.59], [10.89, 1.62, 3.80], [9.77, 2.34, 4.02], [9.96, 3.11, 5.12], [8.57, 1.43, 4.27], [8.74, 0.75, 5.42], [7.52, 2.28, 4.45], [8.15, 0.47, 3.15], [8.58, -0.87, 3.27], [9.76, -1.32, 2.76], [10.38, -0.40, 2.00], [9.48, -2.39, 1.98], [10.69, -1.85, 3.86], [10.96, -0.89, 4.76], [11.85, -2.24, 3.28], [9.58, 2.99, 3.16], [7.07, 0.41, 3.22], [8.38, 0.89, 2.16], [10.22, -2.70, 4.36], [-12.84, -2.44, 1.25], [-14.13, -2.29, 0.89], [-14.89, -3.07, 1.69], [-14.34, -2.74, -0.56], [-14.12, -4.06, -0.67], [-15.66, -2.51, -0.80], [-13.59, -1.98, -1.66], [-12.40, -2.56, -2.17], [-11.17, -2.32, -1.64], [-11.20, -1.37, -0.68], [-10.39, -1.84, -2.64], [-10.48, -3.60, -1.15], [-11.22, -4.20, -0.20], [-9.29, -3.25, -0.61], [-14.43, -1.25, 1.01], [-14.27, -1.99, -2.51], [-13.44, -0.93, -1.38], [-10.33, -4.28, -1.99], [4.15, -4.88, -0.19], [3.80, -6.18, -0.09], [3.15, -6.36, 1.08], [5.04, -7.07, -0.12], [5.78, -6.86, 0.98], [4.56, -8.35, -0.07], [5.92, -7.01, -1.38], [7.07, -6.20, -1.31], [7.06, -4.88, -1.64], [5.89, -4.48, -2.16], [8.01, -4.68, -2.59], [7.48, -4.00, -0.45], [6.66, -4.20, 0.60], [7.39, -2.70, -0.82], [3.12, -6.43, -0.91], [6.31, -8.02, -1.49], [5.32, -6.79, -2.26], [8.51, -4.22, -0.16]], "mulliken_charge": [-1.18, 0.74, -0.22, -1.50, -0.07, -1.40, 0.81, -1.56, -0.04, -0.69, -0.23, -0.43, 0.14, 1.28, 0.62, 0.02, -0.61, 1.13, -0.90, -0.72, -0.55, -0.21, -0.15, 0.65, -0.51, -0.50, 0.46, 0.24, 0.28, -0.01, 0.43, 0.56, 0.30, 0.49, 0.51, 0.40, 0.32, 0.34, 0.25, 0.54, 0.45, 0.42, -0.23, -0.01, -0.28, 1.10, -0.32, -0.32, -0.58, -0.43, 0.88, -0.27, -0.31, 0.14, -0.22, -0.25, 0.32, 0.26, 0.34, 0.26, -0.25, 0.78, -0.28, 0.90, -0.29, -0.26, -0.88, -0.42, 0.86, -0.28, -0.31, 0.17, -0.22, -0.26, -0.26, 0.43, 0.40, 0.24, -0.24, 0.11, -0.26, 0.89, -0.29, -0.27, -0.50, -0.41, 0.73, -0.29, -0.26, 0.19, -0.23, -0.26, 0.25, 0.13, 0.40, 0.26, -0.22, 0.08, -0.26, 0.89, -0.27, -0.33, -0.73, -0.36, 0.56, -0.32, -0.20, 0.32, -0.24, -0.25, 0.29, 0.39, 0.33, 0.25, -0.17, 0.04, -0.27, 0.88, -0.26, -0.33, -0.73, -0.38, 0.76, -0.25, -0.30, 0.29, -0.23, -0.25, 0.29, 0.39, 0.35, 0.18]}